Record 1
Molecular formula: C23H40FNO11S2
Method: DFT, wB97M-V/def2-TZVPD

Element x y z (Å)
O (-0.11602, 1.42126, -1.12804)
S (-0.13892, 0.65400, -2.33238)
O (-1.78067, 0.42738, -2.63591)
C (-2.15876, -0.74954, -1.92653)
C (-2.22991, -0.77164, -0.55213)
C (-2.56619, -1.96793, 0.03987)
N (-2.83346, -3.10093, -0.58169)
C (-2.79175, -3.01195, -1.90219)
C (-2.46396, -1.89235, -2.63010)
O (0.41556, -0.95495, -2.05444)
S (1.95299, -1.09945, -1.61638)
O (2.71183, -1.44692, -2.75820)
O (1.96842, -2.08025, -0.60496)
F (2.47281, 0.22605, -1.01305)
H (-1.98417, 0.13222, -0.00694)
H (-2.58633, -1.98698, 1.13005)
H (-3.01531, -3.91940, -2.46518)
H (-2.43676, -1.85817, -3.71424)
C (1.89904, -2.18508, 4.61615)
C (1.55478, -2.68672, 3.23731)
O (0.40616, -2.83089, 2.88315)
C (2.70931, -2.99977, 2.31632)
H (0.98103, -1.99900, 5.17154)
H (2.48830, -2.93352, 5.14984)
H (2.46280, -1.25283, 4.54131)
H (3.33245, -3.78254, 2.75360)
H (3.30409, -2.10021, 2.14968)
H (2.32644, -3.34811, 1.36224)
C (-2.30833, 0.03241, -7.89050)
C (-1.92653, 0.36314, -6.46925)
O (-1.98732, -0.46662, -5.59111)
C (-1.46572, 1.77368, -6.19279)
H (-2.61860, -1.00890, -7.94766)
H (-3.13731, 0.66540, -8.21133)
H (-1.45273, 0.18188, -8.55091)
H (-2.25690, 2.48283, -6.44050)
H (-0.57225, 1.99384, -6.77907)
H (-1.22764, 1.87018, -5.13527)
C (5.83552, -3.80578, -5.86236)
C (4.62976, -4.49451, -5.26743)
O (4.05738, -5.38092, -5.85839)
C (4.17545, -4.02588, -3.90839)
H (6.05325, -4.23767, -6.83741)
H (5.63348, -2.74056, -5.98560)
H (6.70209, -3.94448, -5.21393)
H (3.90250, -2.97364, -3.95011)
H (4.97216, -4.17493, -3.17728)
H (3.30458, -4.60139, -3.60069)
C (3.08714, 3.10095, 3.97134)
C (3.20013, 1.96486, 4.95911)
O (3.18947, 0.81102, 4.59195)
C (3.32439, 2.33235, 6.41321)
H (3.00326, 2.69741, 2.96385)
H (2.19802, 3.69544, 4.18817)
H (3.97580, 3.73183, 4.02569)
H (2.44423, 2.89525, 6.73239)
H (4.22346, 2.93102, 6.57134)
H (3.39697, 1.42464, 7.00941)
C (-5.53089, 1.15236, -1.68986)
C (-5.88940, -0.22319, -1.17684)
O (-5.03921, -1.04700, -0.93864)
C (-7.35586, -0.52136, -0.97596)
H (-4.44953, 1.23161, -1.78811)
H (-5.98582, 1.31618, -2.66821)
H (-5.87761, 1.91390, -0.98923)
H (-7.88887, -0.42924, -1.92381)
H (-7.78098, 0.16845, -0.24482)
H (-7.46891, -1.53861, -0.60657)
C (0.54180, 6.17159, 6.83484)
C (0.11925, 4.87156, 7.47396)
O (0.93209, 4.04014, 7.80935)
C (-1.35894, 4.65272, 7.67660)
H (1.62666, 6.19658, 6.74994)
H (0.10794, 6.25518, 5.83701)
H (0.21735, 7.01234, 7.44974)
H (-1.87407, 4.67091, 6.71487)
H (-1.76505, 5.42837, 8.32773)
H (-1.51945, 3.68282, 8.14283)

E_HOMO: -8.795 eV
Multiplicity: 1
E_LUMO: 0.359 eV
Max |F|: 3.95 eV/A
Frontier orbital gap: 9.153 eV
Charge: 0

Results of the Löwdin charge analysis, in e, for atoms 1 through 2: atom 1 (O): -0.350, atom 2 (S): 1.010

---

Record 2
Molecular formula: C23H40GaNO3P2
Method: DFT, wB97M-V/def2-TZVPD

Element x y z (Å)
Ga (0.02750, -0.41661, -0.57503)
P (-2.26945, -0.46945, -1.01800)
C (-2.16017, -0.06258, -2.77603)
C (-0.90387, 0.66920, -3.14622)
N (0.19206, 0.51019, -2.36940)
C (1.43270, 0.85836, -2.78737)
C (1.60318, 1.58431, -3.96452)
C (0.48023, 1.80458, -4.77862)
C (-0.75296, 1.31365, -4.36299)
C (2.62620, 0.45270, -1.92192)
P (2.27037, -1.06521, -0.92154)
H (-1.63537, 1.43623, -4.97920)
H (2.61277, 1.88536, -4.23667)
H (0.60402, 2.37134, -5.70763)
H (3.51039, 0.23989, -2.55340)
H (2.89311, 1.27367, -1.21990)
H (-2.20831, -0.97255, -3.31899)
H (-3.02846, 0.50568, -3.13112)
H (-1.24594, -2.97794, -3.41544)
O (-1.43331, -2.69958, -4.33237)
H (-2.34025, -2.98753, -4.50833)
H (-0.17391, -3.06469, -1.00426)
O (-0.58744, -3.80510, -1.45110)
H (0.10618, -4.17932, -1.97546)
C (2.74636, -2.42038, -2.03730)
H (3.76518, -2.23611, -2.42211)
H (2.74248, -3.36779, -1.47480)
H (2.04930, -2.49835, -2.88762)
C (3.48713, -1.02129, 0.43323)
H (3.41113, -1.95282, 1.02047)
H (4.51403, -0.92666, 0.02676)
H (3.28068, -0.16999, 1.10573)
C (-3.04042, 1.00060, -0.24375)
H (-4.06259, 1.13651, -0.64999)
H (-3.07329, 0.83033, 0.85132)
H (-2.42773, 1.89665, -0.46041)
C (-3.46403, -1.83074, -0.85627)
H (-3.68232, -1.98759, 0.21053)
H (-4.40499, -1.58575, -1.38129)
H (-3.05750, -2.76796, -1.26176)
C (-0.80750, 4.57162, 2.30294)
C (-0.30140, 3.27184, 1.66676)
C (1.10562, 3.53395, 1.08694)
C (-0.33243, 2.11627, 2.63734)
C (-0.68766, 2.22458, 3.96361)
C (-0.67415, 1.10303, 4.77047)
C (-0.31965, -0.14835, 4.28776)
C (0.04043, -0.31873, 2.96189)
C (0.46958, -1.68788, 2.46459)
C (1.62520, -2.25829, 3.30911)
C (-0.69933, -2.68658, 2.47480)
C (-0.02454, 0.83623, 2.13979)
O (0.20328, 0.82871, 0.83730)
H (-0.14298, 4.89087, 3.12216)
H (-1.81966, 4.43264, 2.70162)
H (-0.83953, 5.37509, 1.55201)
H (-0.96913, 3.04683, 0.81006)
H (1.82676, 3.70385, 1.90591)
H (1.44545, 2.67129, 0.49418)
H (1.08960, 4.43507, 0.44795)
H (-0.97257, 3.19256, 4.36950)
H (-0.93533, 1.18736, 5.80255)
H (-0.29033, -1.01669, 4.93289)
H (0.84516, -1.60160, 1.42298)
H (1.30714, -2.40971, 4.35357)
H (1.96410, -3.22753, 2.90762)
H (2.47844, -1.56543, 3.30731)
H (-1.52387, -2.32482, 1.84378)
H (-0.37420, -3.67322, 2.10582)
H (-1.08914, -2.80625, 3.49960)

E_HOMO: -12.753 eV
Multiplicity: 1
E_LUMO: -6.845 eV
Max |F|: 4.35 eV/A
Frontier orbital gap: 5.908 eV
Charge: +2

Results of the Löwdin charge analysis, in e, for atoms 1 through 2: atom 1 (Ga): 0.423, atom 2 (P): 0.904

---

Record 3
Molecular formula: C23H40N4NiO5
Method: DFT, wB97M-V/def2-TZVPD

Element x y z (Å)
O (1.23237, 3.71364, -0.02097)
H (1.27458, 3.98971, 0.91250)
Ni (-0.40715, 0.07794, 0.13973)
N (-1.13743, -0.22268, -1.60660)
N (0.76978, -1.27497, -0.67539)
O (-2.02662, 0.63838, -2.03987)
O (1.62541, -2.13692, 0.04520)
C (-0.56524, -1.06991, -2.50230)
C (0.59278, -1.65734, -1.94848)
C (-1.05056, -1.23227, -3.88962)
C (1.50747, -2.57922, -2.65526)
H (-1.95841, -0.64946, -4.06911)
H (-1.25965, -2.29147, -4.09084)
H (-0.28975, -0.92564, -4.62268)
H (2.21332, -3.00811, -1.94154)
H (2.06713, -2.05166, -3.43901)
H (0.94778, -3.38791, -3.13750)
H (-1.31904, 1.69855, -1.35749)
H (2.08080, -1.56160, 0.68805)
O (-0.63137, -2.71195, 1.74476)
H (-1.30613, -3.34016, 1.44832)
H (0.16965, -2.93251, 1.21817)
C (2.16895, 4.22713, -0.93188)
H (3.06801, 4.53591, -0.39236)
H (1.73162, 5.08390, -1.43758)
H (2.38203, 3.43895, -1.63897)
O (-0.77004, 2.43772, -0.80459)
H (0.47320, 3.02578, -0.32578)
H (-1.09119, 3.24432, -1.22570)
C (-6.26688, 0.63199, 3.91924)
C (-4.84842, 0.50162, 4.46622)
C (-4.56951, 1.65954, 5.42906)
C (-4.71157, -0.83248, 5.20736)
C (-3.81759, 0.52185, 3.33196)
C (-4.16336, 0.45095, 1.98053)
C (-3.16719, 0.36798, 1.00623)
N (-1.84882, 0.37786, 1.31701)
C (-1.49754, 0.47554, 2.64091)
C (-2.46033, 0.54752, 3.65420)
C (-0.07308, 0.52297, 2.84980)
C (0.58223, 0.70691, 4.07860)
C (1.97576, 0.79247, 4.10375)
C (2.66729, 0.75697, 2.88359)
C (1.96611, 0.57402, 1.69341)
N (0.62452, 0.43329, 1.67457)
C (2.67181, 0.94322, 5.46084)
C (4.19593, 0.88370, 5.34535)
C (2.27733, 2.28890, 6.08854)
C (2.21661, -0.18894, 6.39223)
H (-6.98689, 0.62475, 4.74098)
H (-6.51062, -0.20085, 3.25506)
H (-6.38759, 1.57013, 3.36982)
H (-5.32228, 1.68250, 6.22252)
H (-3.58724, 1.57192, 5.89997)
H (-4.60507, 2.61479, 4.89442)
H (-4.89721, -1.66807, 4.52374)
H (-3.70840, -0.95826, 5.62543)
H (-5.43446, -0.89563, 6.02556)
H (-5.20514, 0.44226, 1.64870)
H (-3.42634, 0.29395, -0.04823)
H (-2.11156, 0.60225, 4.68945)
H (-0.03449, 0.78674, 4.97853)
H (3.75208, 0.86237, 2.83052)
H (2.47256, 0.55428, 0.71989)
H (4.59004, 1.71716, 4.75480)
H (4.63672, 0.94799, 6.34694)
H (4.52306, -0.06171, 4.89916)
H (1.19335, 2.36567, 6.22628)
H (2.75678, 2.39862, 7.06947)
H (2.60539, 3.12114, 5.45308)
H (1.13939, -0.15145, 6.57969)
H (2.46106, -1.16297, 5.95145)
H (2.73414, -0.10996, 7.35584)

E_HOMO (spin up / spin down): -4.021 / -5.629 eV
Multiplicity: 3
E_LUMO (spin up / spin down): -0.544 / -0.619 eV
Max |F|: 2.71 eV/A
Frontier orbital gap (spin up / spin down): 3.478 / 5.010 eV
Charge: 0

Results of the Löwdin charge analysis, in e, for atoms 1 through 2: atom 1 (O): 0.043, atom 2 (H): 0.190